1.
6 unconnected molecules or ions with the total composition C5H21NO5, computed with wB97M-V/def2-TZVPD.

Last column: natural (NBO) charge in e.
Positions of all 32 atoms, in Å:
C  2.667  1.102  1.432  -0.6253
C  1.141  1.245  1.691  -0.0521
C  0.791  0.518  3.031  -0.4222
C  0.267  -0.859  2.559  -0.4187
C  0.235  -0.764  0.985  -0.2177
N  0.431  0.607  0.556  -0.6820
H  3.131  0.264  1.968  0.1980
H  3.186  1.987  1.799  0.2102
H  2.811  0.976  0.358  0.2201
H  0.914  2.299  1.751  0.2028
H  1.652  0.460  3.684  0.2153
H  -0.101  0.953  3.497  0.2061
H  1.196  -1.558  2.660  0.1863
H  -0.522  -1.309  3.119  0.2143
H  -0.632  -1.278  0.645  0.1857
H  1.156  -1.456  0.785  0.1827
H  -0.319  1.213  0.221  0.4002
O  1.289  0.501  -2.554  -0.9819
H  1.339  1.255  -3.143  0.4758
H  1.186  0.801  -1.645  0.4985
O  -2.197  -2.496  -1.203  -0.9526
H  -1.792  -2.558  -0.327  0.4721
H  -1.665  -3.154  -1.673  0.4985
O  -1.688  2.149  -1.516  -0.9765
H  -1.805  1.179  -1.287  0.4914
H  -2.575  2.521  -1.557  0.4762
O  -0.331  -1.629  -3.406  -0.9655
H  0.598  -1.482  -3.590  0.4853
H  -0.673  -0.815  -3.030  0.4793
O  -3.392  -0.059  -1.703  -1.0001
H  -3.171  0.367  -2.528  0.4799
H  -3.127  -0.979  -1.580  0.5160

Forces on the atoms, in the same order (eV/Å):
-0.197 0.145 0.240
1.305 -0.569 0.121
-2.000 -0.059 -1.240
4.401 -0.869 -0.682
1.244 -1.605 1.070
0.310 0.499 0.825
-0.262 -0.079 -0.216
0.112 0.095 -0.170
0.282 0.132 0.147
-0.268 0.295 -0.179
-0.116 0.108 0.275
0.573 0.590 0.285
-1.865 0.732 0.572
-0.866 0.064 0.089
-0.678 0.050 -0.842
-1.609 1.590 -0.839
-0.276 -0.897 0.421
0.127 -0.454 -0.261
-0.043 0.315 0.232
-0.062 0.217 0.229
0.473 -0.723 0.563
-0.351 0.268 0.000
-0.208 0.384 -0.548
0.438 -1.294 0.337
-0.379 1.643 -0.428
-0.034 -0.221 0.180
-0.536 -0.772 -0.260
0.056 0.400 0.213
0.426 0.120 0.057
-0.593 0.831 1.101
0.192 -0.783 -0.445
0.403 -0.151 -0.846

Values from the calculation:
* SMILES string: C[C@@H]1CCCN1.O.O.O.O.O
* relative energy (zero: lowest compared OMol25 entry of this formula, charge and spin): 120.1 kJ/mol
* LUMO: 0.519 eV
* calculated total energy: -17252.4579 eV
* gap between HOMO and LUMO: 9.634 eV
* total charge: 0
* highest occupied orbital energy: -9.12 eV



2.
6 unconnected molecules or ions with the total composition C5H21NO6, computed with wB97M-V/def2-TZVPD.

Last column: natural (NBO) charge in e.
Positions of all 33 atoms, in Å:
C  -0.359  2.364  -0.761  -0.6271
C  1.137  2.499  -0.561  -0.4074
C  1.721  2.049  0.813  -0.3950
C  1.867  0.569  0.857  -0.5391
C  0.741  0.135  1.795  0.7144
N  0.332  -1.252  1.522  -0.8673
O  0.143  0.695  2.718  -0.6599
H  -0.936  1.978  0.157  0.2099
H  -0.637  1.608  -1.466  0.1970
H  -0.837  3.310  -1.050  0.2180
H  1.535  1.914  -1.341  0.1926
H  1.462  3.570  -0.678  0.2078
H  2.777  2.572  0.895  0.1968
H  1.208  2.486  1.720  0.2421
H  1.697  0.110  -0.074  0.2377
H  2.911  0.426  1.309  0.2584
H  -0.475  -1.593  2.051  0.4118
H  0.945  -1.803  0.941  0.4089
O  -2.553  0.081  1.498  -0.9860
H  -3.425  0.477  1.625  0.4868
H  -1.921  0.421  2.210  0.5248
O  -1.752  -3.409  0.218  -0.9484
H  -1.024  -3.920  -0.155  0.4595
H  -2.178  -3.006  -0.622  0.4875
O  2.066  -2.628  -1.241  -0.9560
H  1.333  -2.392  -1.889  0.4996
H  1.864  -3.454  -1.004  0.4466
O  -2.198  -0.754  -1.126  -1.0038
H  -2.165  -0.445  -0.128  0.5235
H  -2.998  -0.358  -1.284  0.4626
O  0.183  -0.944  -2.501  -0.9682
H  0.264  -0.090  -2.214  0.4659
H  -0.728  -1.214  -2.231  0.5059

Forces on the atoms, in the same order (eV/Å):
-1.822 -0.062 2.048
-0.114 1.942 1.708
1.997 3.359 -0.870
0.485 1.082 3.619
-1.574 -5.301 0.779
0.702 3.591 0.767
0.892 0.424 -1.559
0.978 0.822 -0.878
-0.018 -0.272 -0.844
0.106 -0.322 0.013
1.347 -0.500 -0.857
-0.432 -1.015 -0.273
-1.829 -1.093 -0.336
0.090 -0.662 -1.173
0.304 -0.780 -1.090
-1.665 -0.804 -0.633
0.812 -0.173 -0.564
-0.459 -0.263 -0.104
0.818 0.526 1.072
0.384 0.007 0.250
-1.028 -0.448 -1.250
-0.867 0.691 -2.240
-0.062 -0.029 0.173
0.969 -0.634 2.179
-0.270 5.027 -2.369
1.261 0.312 1.010
-0.894 -5.202 1.584
2.421 -0.444 3.378
0.691 -1.100 -1.837
-3.281 1.362 -1.574
-1.055 -3.963 -1.216
0.309 3.307 1.161
0.804 0.616 -0.077

Values from the calculation:
* SMILES string: CCCCC(N)=O.O.O.O.O.O
* relative energy (zero: lowest compared OMol25 entry of this formula, charge and spin): 103.3 kJ/mol
* LUMO: 0.273 eV
* calculated total energy: -19300.2841 eV
* gap between HOMO and LUMO: 10.028 eV
* total charge: 0
* highest occupied orbital energy: -9.75 eV